Formula: C39H108N8O13
Source: the OMol25 dataset
Level of theory: ωB97M-V/def2-TZVPD

Computed properties:
- DFT total energy: -2966.1270 Ha
- Charge: +1
- Frontier orbital gap (spin up / spin down): 7.16 / 1.76 eV
- Highest occupied orbital energy (spin up / spin down): -9.84 / -9.84 eV
- Spin multiplicity: 2
- <S²>: 0.754
- E_LUMO (spin up / spin down): -2.7 / -8.1 eV

Cartesian coordinates (Å):
C  -17.054  -1.025  -14.494
O  -17.110  -2.424  -14.690
H  -16.146  -0.761  -13.951
H  -16.835  -0.659  -15.497
H  -18.024  -0.621  -14.204
H  -17.796  -2.832  -14.157
C  -15.162  -3.157  -11.017
O  -14.528  -2.250  -11.987
H  -14.425  -3.382  -10.245
H  -15.998  -2.766  -10.437
H  -15.506  -4.074  -11.494
H  -14.194  -2.689  -12.773
C  -10.338  0.587  -17.855
O  -10.263  -0.647  -18.607
H  -11.289  0.581  -17.323
H  -9.498  0.563  -17.161
H  -10.421  1.546  -18.367
H  -10.750  -1.354  -18.176
C  -13.764  5.913  -13.121
O  -14.399  4.666  -12.973
C  -15.307  4.641  -11.862
C  -14.528  4.425  -10.535
N  -15.395  4.062  -9.439
C  -16.382  5.093  -9.107
C  -17.351  4.275  -8.250
O  -18.132  5.153  -7.467
C  -18.909  4.566  -6.441
H  -14.471  6.651  -13.499
H  -12.936  5.777  -13.817
H  -13.295  6.210  -12.183
H  -16.093  3.894  -11.968
H  -15.865  5.574  -11.784
H  -13.859  5.234  -10.245
H  -13.916  3.523  -10.534
H  -15.814  3.196  -9.747
H  -16.877  5.625  -9.919
H  -15.791  5.785  -8.507
H  -16.708  3.659  -7.622
H  -17.954  3.618  -8.876
H  -19.407  5.251  -5.754
H  -18.259  4.124  -5.685
H  -19.561  3.741  -6.726
C  -6.601  -0.087  -15.432
O  -5.309  0.489  -15.879
C  -4.461  -0.380  -16.642
C  -3.296  0.340  -17.345
N  -2.454  -0.586  -18.102
C  -1.257  0.122  -18.500
C  -0.413  -0.838  -19.458
O  -1.218  -1.243  -20.587
C  -0.785  -2.453  -21.114
H  -7.321  -0.237  -16.237
H  -6.992  0.662  -14.743
H  -6.337  -0.963  -14.840
H  -5.035  -0.763  -17.486
H  -4.120  -1.260  -16.096
H  -2.667  0.671  -16.518
H  -3.579  1.210  -17.938
H  -2.932  -1.103  -18.827
H  -0.662  0.506  -17.671
H  -1.520  1.050  -19.010
H  0.110  -1.631  -18.923
H  0.361  -0.230  -19.927
H  -1.275  -2.654  -22.067
H  -1.000  -3.373  -20.570
H  0.279  -2.408  -21.343
C  -13.250  0.631  -14.386
C  -11.966  1.190  -13.811
C  -11.575  2.422  -14.560
O  -10.385  3.057  -14.133
C  -9.182  2.696  -14.807
N  -12.372  1.389  -12.430
H  -14.130  1.275  -14.387
H  -13.559  -0.363  -14.063
H  -13.119  0.541  -15.464
H  -11.232  0.385  -13.844
H  -12.301  3.232  -14.491
H  -11.586  2.306  -15.644
H  -8.338  3.227  -14.367
H  -9.346  2.869  -15.870
H  -9.054  1.625  -14.651
H  -11.511  1.813  -12.114
H  -12.941  2.222  -12.382
C  -6.460  9.240  -13.621
C  -5.404  8.052  -13.552
C  -6.076  6.741  -13.157
O  -5.125  5.847  -12.774
C  -5.622  4.546  -12.544
N  -4.847  7.861  -14.935
H  -7.177  9.028  -14.414
H  -5.973  10.146  -13.982
H  -6.993  9.397  -12.683
H  -4.629  8.401  -12.870
H  -6.743  6.431  -13.961
H  -6.726  6.937  -12.304
H  -6.422  4.607  -11.806
H  -4.890  3.938  -12.013
H  -5.981  3.997  -13.415
H  -4.139  7.154  -14.797
H  -4.294  8.685  -15.128
C  -11.188  -2.644  -15.396
C  -12.611  -2.568  -16.050
C  -12.768  -3.334  -17.364
O  -11.782  -2.812  -18.181
C  -11.966  -3.141  -19.549
N  -13.513  -3.023  -15.026
H  -10.819  -3.669  -15.380
H  -11.102  -2.210  -14.400
H  -10.492  -2.069  -16.008
H  -12.828  -1.532  -16.310
H  -13.780  -3.055  -17.659
H  -12.712  -4.401  -17.145
H  -11.712  -4.169  -19.808
H  -11.399  -2.466  -20.190
H  -13.024  -3.064  -19.798
H  -14.479  -2.878  -15.281
H  -13.510  -3.955  -14.638
C  -9.148  5.390  -11.472
C  -9.560  4.023  -10.959
C  -9.485  4.016  -9.459
O  -8.139  4.113  -8.896
C  -7.398  2.927  -8.856
N  -10.832  3.784  -11.592
H  -9.903  6.175  -11.431
H  -8.878  5.307  -12.525
H  -8.192  5.727  -11.071
H  -8.972  3.255  -11.462
H  -9.951  3.088  -9.130
H  -10.029  4.881  -9.079
H  -8.013  2.044  -8.683
H  -6.598  3.048  -8.125
H  -6.853  2.939  -9.799
H  -10.601  3.564  -12.551
H  -11.366  4.639  -11.535
C  -14.566  3.902  -16.700
C  -15.842  4.612  -17.171
C  -16.520  3.975  -18.382
O  -15.658  4.054  -19.522
C  -16.172  4.971  -20.534
N  -16.869  4.693  -16.134
H  -14.750  2.892  -16.335
H  -14.075  4.495  -15.928
H  -13.788  3.743  -17.447
H  -15.605  5.593  -17.584
H  -17.526  4.392  -18.433
H  -16.643  2.935  -18.079
H  -16.261  5.965  -20.097
H  -17.104  4.690  -21.025
H  -15.422  4.993  -21.326
H  -16.436  5.281  -15.436
H  -17.088  3.863  -15.602
C  -10.857  -0.766  -9.723
C  -11.982  -1.004  -8.731
C  -11.937  0.003  -7.568
O  -10.823  -0.141  -6.657
C  -10.410  0.904  -5.902
N  -13.249  -0.775  -9.466
H  -9.932  -1.203  -9.346
H  -10.681  0.296  -9.896
H  -11.148  -1.148  -10.702
H  -11.946  -1.988  -8.263
H  -12.807  0.042  -6.913
H  -11.836  1.005  -7.986
H  -10.316  1.843  -6.449
H  -9.571  0.745  -5.226
H  -11.326  1.097  -5.345
H  -13.146  0.103  -9.954
H  -13.343  -1.350  -10.291